No. 1
# C2H5N3S

A 2-piece molecular cluster, C2H5N3S overall in a non-equilibrium geometry (ωB97M-V/def2-TZVPD, the Open Molecules 2025 dataset).

Output
Frontier orbital gap ... 7.971 eV
Highest occupied orbital energy ... -8.15 eV
E_tot ... -17455.637 eV

CARTESIAN COORDINATES (ANGSTROEM)
C 0.00 -0.42 -0.03
C 2.23 0.59 -0.05
H -3.60 0.25 -0.28
H -2.73 -1.63 0.46
H 0.39 -1.38 0.22
H 0.51 1.53 0.06
H 2.61 1.66 0.31
N -2.50 -0.56 -0.15
N -1.25 0.02 -0.22
N 0.96 0.63 -0.16
S 3.37 -0.69 -0.16

---

No. 2
# C5H8N2O

A 2-piece molecular cluster, C5H8N2O overall in a non-equilibrium geometry (ωB97M-V/def2-TZVPD, the Open Molecules 2025 dataset).

Output
Structure (SMILES) ... [H]/N=C(/C)C(C)=O.C#N
Frontier orbital gap ... 9.703 eV
Highest occupied orbital energy ... -9.43 eV
E_tot ... -10340.741 eV

CARTESIAN COORDINATES (ANGSTROEM)
C -0.13 -0.01 2.08
C -0.98 0.13 -1.81
C -0.45 0.61 0.75
C -0.50 -0.42 -0.50
C 2.24 0.40 -0.70
N 2.29 1.08 0.25
N -0.30 -1.69 -0.38
O -1.04 1.67 0.62
H -0.01 -1.97 0.56
H 2.35 -0.12 -1.63
H 0.87 -0.44 2.06
H -0.16 0.77 2.85
H -0.87 -0.77 2.33
H -0.29 -0.17 -2.60
H -1.05 1.22 -1.85
H -1.97 -0.27 -2.04

---

No. 3
# C35H51AlF6N16O8S2

C35H51AlF6N16O8S2 as an isolated structure in a non-equilibrium geometry (ωB97M-V/def2-TZVPD, the Open Molecules 2025 dataset).

Output
Frontier orbital gap ... 5.296 eV
Highest occupied orbital energy ... -6.50 eV
E_tot ... -121906.181 eV

CARTESIAN COORDINATES (ANGSTROEM)
Al -0.50 5.13 -0.19
C 2.31 7.35 -5.55
F 1.13 7.14 -5.04
F 2.06 7.44 -6.81
F 2.88 8.43 -4.96
S 3.50 5.86 -5.16
O 4.74 5.99 -5.96
O 3.74 5.98 -3.70
N 2.49 4.77 -5.67
S 2.56 3.30 -5.26
O 2.19 2.38 -6.30
O 3.81 3.10 -4.57
C 1.30 3.19 -4.01
F 0.08 3.20 -4.59
F 1.49 2.08 -3.24
F 1.46 4.26 -3.25
C -1.79 1.90 -1.55
C -1.51 2.62 -0.13
O -0.29 3.48 -0.49
H -2.37 1.00 -1.36
H -0.71 1.74 -1.97
H -2.25 2.74 -2.10
H -1.20 1.84 0.53
H -2.55 3.04 0.02
O -6.94 4.88 0.02
C -6.98 3.79 0.32
O -2.14 5.72 -0.08
O -7.36 2.75 0.90
H 4.43 5.90 -6.93
C 0.14 5.87 4.26
C 0.09 5.49 2.78
N -0.15 5.27 1.68
H 0.72 6.74 4.30
H 0.33 5.06 4.98
H -0.85 6.22 4.59
C 0.89 -2.12 -6.54
C 0.83 -2.38 -8.04
N 1.00 -2.67 -9.12
H 1.54 -1.24 -6.41
H 1.51 -2.96 -6.18
H -0.09 -2.09 -6.12
C 3.44 -8.38 0.44
C 3.65 -6.98 0.82
N 3.94 -5.98 1.31
H 2.40 -8.67 0.62
H 4.13 -8.96 1.04
H 3.67 -8.63 -0.61
C 0.66 -4.20 7.68
C 1.63 -4.03 6.59
N 2.34 -3.86 5.71
H 1.13 -4.12 8.58
H 0.01 -5.13 7.50
H -0.09 -3.40 7.62
C 4.81 3.68 -1.81
C 5.56 4.18 -0.65
N 6.03 4.61 0.30
H 3.81 4.08 -1.69
H 4.71 2.57 -1.90
H 5.30 4.03 -2.70
C 1.49 -3.08 -3.33
C 2.62 -4.02 -3.21
N 3.48 -4.76 -3.15
H 0.59 -3.51 -3.73
H 1.75 -2.17 -3.91
H 1.17 -2.84 -2.34
C -7.59 -0.91 -0.15
C -7.82 -2.26 0.37
N -8.07 -3.28 0.82
H -6.85 -0.98 -0.99
H -7.19 -0.24 0.68
H -8.48 -0.44 -0.54
C -4.48 -4.71 -6.76
C -3.33 -4.15 -6.07
N -2.37 -3.72 -5.65
H -5.22 -5.09 -6.07
H -4.01 -5.57 -7.27
H -4.99 -4.01 -7.40
C 1.91 -2.39 2.70
C 1.60 -1.54 3.87
N 1.29 -1.05 4.88
H 2.15 -1.78 1.84
H 1.05 -3.02 2.54
H 2.74 -3.01 3.01
C -4.63 -3.35 -1.91
C -5.67 -3.77 -2.87
N -6.53 -4.13 -3.50
H -4.10 -4.28 -1.64
H -5.12 -2.90 -1.06
H -3.94 -2.62 -2.40
C -0.86 -0.29 6.94
C 0.08 -0.25 8.14
N 0.84 -0.25 9.02
H -0.30 -0.59 6.07
H -1.25 0.74 6.82
H -1.69 -0.95 7.09
C 5.02 -1.66 5.68
C 5.53 -0.84 6.76
N 5.78 -0.17 7.66
H 5.84 -1.85 4.96
H 4.15 -1.19 5.26
H 4.63 -2.60 6.05
C 3.49 7.09 -1.19
C 2.02 6.93 -1.06
N 1.00 6.47 -0.80
H 3.97 6.54 -0.37
H 3.74 8.17 -1.09
H 4.08 6.65 -2.06
C -2.88 -5.22 4.77
C -2.62 -3.90 5.35
N -2.40 -2.85 5.73
H -2.63 -6.00 5.43
H -2.28 -5.37 3.88
H -3.97 -5.38 4.68
C -2.76 -0.74 3.20
C -3.02 -1.99 2.49
N -3.40 -2.82 1.76
H -2.06 -0.84 4.00
H -3.72 -0.36 3.58
H -2.45 0.08 2.49

---

No. 4
# C6H16O

A 2-piece molecular cluster, C6H16O overall in a non-equilibrium geometry (ωB97M-V/def2-TZVPD, the Open Molecules 2025 dataset).

Output
<S²> ... 0.7544
Frontier orbital gap (alpha / beta) ... 11.055 / 4.784 eV
Spin multiplicity ... 2
Highest occupied orbital energy (alpha / beta) ... -14.68 / -14.67 eV
Net charge ... +1
E_tot ... -8518.276 eV

CARTESIAN COORDINATES (ANGSTROEM)
C -0.47 -0.11 -1.92
C 0.30 0.92 -2.74
O -0.73 -1.25 -2.56
H 0.10 -0.32 -0.95
H -1.45 0.16 -1.48
H 0.67 0.47 -3.66
H -0.08 -1.44 -3.28
H 1.08 1.38 -2.15
H -0.37 1.71 -3.08
C 0.34 -0.22 1.68
C -1.20 -0.10 1.57
C 1.01 1.05 1.10
C 0.76 -0.43 3.13
H 0.63 -1.10 1.11
H -1.49 0.90 1.89
H 0.45 1.94 1.37
H 2.03 1.11 1.46
H 1.07 1.15 0.01
H 1.72 0.03 3.38
H 0.08 0.06 3.83
H -1.63 -0.78 2.29
H -1.61 -0.31 0.58
H 0.76 -1.49 3.36

---

No. 5
# C39H90F9N6O9S3V

C39H90F9N6O9S3V as an isolated structure in a non-equilibrium geometry (ωB97M-V/def2-TZVPD, the Open Molecules 2025 dataset).

Output
<S²> ... 2.0112
Frontier orbital gap (alpha / beta) ... 7.067 / 7.962 eV
Spin multiplicity ... 3
Highest occupied orbital energy (alpha / beta) ... -8.20 / -8.20 eV
E_tot ... -151919.564 eV

CARTESIAN COORDINATES (ANGSTROEM)
V -9.00 -13.87 18.84
C -11.12 -13.68 22.10
F -11.89 -12.82 21.49
F -11.15 -13.34 23.39
F -11.66 -14.89 21.98
S -9.29 -13.59 21.52
O -9.17 -14.81 20.61
O -9.20 -12.56 20.46
O -8.58 -13.58 22.75
C -7.81 -17.47 19.44
F -8.13 -18.52 18.72
F -8.88 -17.42 20.25
F -6.79 -17.73 20.17
S -7.57 -16.04 18.22
O -7.07 -14.84 18.92
O -6.76 -16.55 17.17
O -8.95 -15.71 17.90
C -12.24 -15.10 17.05
F -11.41 -16.04 16.96
F -12.92 -14.94 15.84
F -13.14 -15.33 17.99
S -11.42 -13.45 17.50
O -12.37 -12.42 17.12
O -11.15 -13.64 18.95
O -10.05 -13.55 16.92
C -14.43 -10.53 18.58
C -14.79 -11.96 18.85
N -16.20 -12.07 19.18
C -16.40 -11.90 20.63
C -17.80 -11.64 21.03
C -16.73 -13.35 18.71
C -16.82 -13.46 17.20
H -14.38 -9.95 19.48
H -15.15 -10.12 17.91
H -13.48 -10.33 18.09
H -14.69 -12.41 17.91
H -14.00 -12.44 19.46
H -15.99 -12.78 21.16
H -15.84 -11.00 20.95
H -18.21 -10.88 20.33
H -18.50 -12.48 21.02
H -17.81 -11.17 22.02
H -17.67 -13.61 19.25
H -16.11 -14.20 19.02
H -17.44 -12.61 16.78
H -17.32 -14.37 16.87
H -15.87 -13.35 16.72
C -10.64 -22.55 18.63
C -12.13 -22.33 18.61
N -12.45 -20.90 18.09
C -11.96 -19.97 19.09
C -12.32 -20.19 20.53
C -13.91 -20.73 17.85
C -14.31 -21.54 16.56
H -10.19 -22.33 17.67
H -10.54 -23.56 18.98
H -10.15 -21.98 19.44
H -12.64 -23.01 17.94
H -12.47 -22.52 19.64
H -10.88 -20.00 19.05
H -12.19 -18.91 18.80
H -12.02 -19.34 21.23
H -13.36 -20.17 20.62
H -11.99 -21.08 20.96
H -14.18 -19.69 17.77
H -14.58 -21.14 18.60
H -15.20 -21.13 16.08
H -14.54 -22.57 16.76
H -13.49 -21.44 15.86
C -6.78 -20.17 14.02
C -7.98 -19.63 14.86
N -9.14 -20.51 14.85
C -10.11 -20.13 15.95
C -10.68 -18.69 15.99
C -9.85 -20.55 13.55
C -10.85 -21.63 13.51
H -5.85 -19.55 14.20
H -7.05 -20.21 12.97
H -6.57 -21.18 14.37
H -7.69 -19.53 15.89
H -8.26 -18.63 14.52
H -11.03 -20.76 15.88
H -9.66 -20.36 16.90
H -11.47 -18.50 16.75
H -9.92 -17.87 16.09
H -11.23 -18.41 15.11
H -9.04 -20.77 12.86
H -10.28 -19.56 13.21
H -10.61 -22.39 14.29
H -10.89 -22.18 12.57
H -11.82 -21.25 13.82
C -11.35 -9.53 14.75
C -10.26 -9.59 13.66
N -10.29 -10.64 12.69
C -9.84 -11.91 13.26
C -9.95 -13.18 12.32
C -11.55 -10.73 11.95
C -12.27 -9.45 11.49
H -12.39 -9.30 14.48
H -11.11 -8.87 15.61
H -11.54 -10.55 15.17
H -10.16 -8.63 13.17
H -9.38 -9.75 14.35
H -8.80 -11.78 13.67
H -10.50 -12.18 14.14
H -9.41 -14.02 12.77
H -10.98 -13.41 12.10
H -9.35 -13.16 11.41
H -12.28 -11.29 12.56
H -11.30 -11.41 11.13
H -12.94 -9.14 12.34
H -12.76 -9.58 10.57
H -11.58 -8.64 11.34
C -6.26 -12.10 20.13
C -6.37 -12.10 18.58
N -7.74 -12.17 17.99
C -7.54 -12.19 16.48
C -7.02 -13.49 15.88
C -8.37 -10.85 18.26
C -9.82 -10.53 18.01
H -5.36 -11.51 20.33
H -6.21 -13.10 20.57
H -7.09 -11.49 20.52
H -6.06 -11.15 18.23
H -5.72 -12.80 18.07
H -8.50 -11.90 16.03
H -6.81 -11.39 16.26
H -6.68 -13.40 14.83
H -6.20 -13.84 16.40
H -7.81 -14.29 15.90
H -7.86 -10.12 17.65
H -8.07 -10.62 19.26
H -9.95 -9.47 18.29
H -10.57 -11.13 18.61
H -10.05 -10.75 16.95
C -17.03 -14.51 13.54
C -16.14 -13.41 14.07
N -15.49 -12.57 13.05
C -14.43 -13.26 12.36
C -14.07 -12.90 10.95
C -15.04 -11.27 13.65
C -16.13 -10.17 13.82
H -17.76 -14.18 12.75
H -17.74 -14.81 14.34
H -16.48 -15.43 13.24
H -16.76 -12.68 14.61
H -15.47 -13.88 14.84
H -13.53 -13.31 12.99
H -14.78 -14.31 12.41
H -13.86 -11.83 10.74
H -13.20 -13.42 10.60
H -14.88 -13.15 10.27
H -14.43 -10.93 12.79
H -14.39 -11.49 14.57
H -16.50 -9.95 12.82
H -15.59 -9.29 14.22
H -17.01 -10.42 14.41

---

No. 6
# C14H27Br3Cl6MgN3NaO11P

C14H27Br3Cl6MgN3NaO11P as an isolated structure in a non-equilibrium geometry (ωB97M-V/def2-TZVPD, the Open Molecules 2025 dataset).

Output
Frontier orbital gap ... 1.074 eV
Highest occupied orbital energy ... -8.83 eV
Net charge ... +1
E_tot ... -346332.779 eV

CARTESIAN COORDINATES (ANGSTROEM)
N 5.50 0.69 -1.57
P 4.92 1.74 -2.63
O 5.16 3.32 -2.10
O 5.61 1.60 -4.15
C 3.08 1.44 -2.71
C 2.24 2.62 -3.12
C 0.77 2.49 -3.18
C -0.03 3.75 -3.59
O 0.55 4.61 -4.20
O -1.38 3.88 -3.24
C 0.15 1.15 -2.79
C 1.03 0.03 -2.42
N 2.50 0.20 -2.38
H 5.92 1.28 -0.82
H 4.71 3.96 -2.69
H 5.62 2.49 -4.56
H 2.72 3.59 -3.38
H -1.38 4.15 -2.30
H -0.97 1.04 -2.79
H 0.54 -0.94 -2.17
H 3.08 -0.59 -2.09
Cl 4.27 1.87 -0.03
C 2.29 -3.41 -3.98
Br 2.01 -1.49 -3.90
Br 0.65 -4.34 -4.52
Br 3.81 -3.90 -5.07
H 2.52 -3.73 -2.96
Na -1.58 0.67 -0.86
Cl -1.22 2.47 2.20
C -2.05 3.02 3.69
C -3.45 2.48 3.79
Cl -4.53 3.19 2.56
H -2.03 4.10 3.70
H -1.45 2.66 4.53
H -3.88 2.73 4.77
H -3.48 1.39 3.67
C 1.71 1.23 5.92
O 0.49 1.21 6.02
N 2.39 1.46 4.77
C 3.84 1.47 4.72
C 1.64 1.70 3.56
H 2.37 1.06 6.79
H 4.18 2.45 4.37
H 4.18 0.70 4.02
H 4.26 1.28 5.70
H 1.00 2.58 3.70
H 1.00 0.84 3.35
H 2.31 1.87 2.71
C -2.74 3.54 6.93
O -3.97 3.25 6.54
H -2.17 4.27 6.31
H -2.62 3.99 7.94
H -2.02 2.70 6.99
Mg -1.75 -5.39 -4.35
O -2.88 -5.94 1.12
Cl -3.16 -4.98 0.09
O -4.58 -4.94 -0.17
O -2.45 -5.36 -1.12
O -2.70 -3.67 0.51
C -5.11 -9.09 -5.60
Cl -4.57 -7.40 -5.51
Cl -4.01 -10.16 -4.73
H -6.10 -9.17 -5.16
H -5.14 -9.39 -6.64
O -4.99 -3.09 -2.47
H -5.14 -3.61 -3.26
H -5.44 -3.59 -1.77

---

No. 7
# C5H7NO

One molecule with the formula C5H7NO in a non-equilibrium geometry (ωB97M-V/def2-TZVPD, the Open Molecules 2025 dataset).

Output
Structure (SMILES) ... C[C@H](C#N)CC=O
Frontier orbital gap ... 10.863 eV
Highest occupied orbital energy ... -10.21 eV
E_tot ... -8834.947 eV

CARTESIAN COORDINATES (ANGSTROEM)
C -0.93 -0.84 1.02
C -0.68 0.47 0.25
C 0.76 0.71 -0.30
C 1.80 -0.38 -0.33
O 1.69 -1.51 0.07
C -1.47 0.57 -1.00
N -1.78 0.69 -2.11
H -0.91 -1.69 0.34
H -1.91 -0.81 1.51
H -0.17 -1.03 1.78
H -0.95 1.31 0.90
H 0.62 0.93 -1.36
H 1.21 1.63 0.10
H 2.72 -0.05 -0.86

---

No. 8
# C15H19Cl2N5O3S

One molecule with the formula C15H19Cl2N5O3S in a non-equilibrium geometry (ωB97M-V/def2-TZVPD, the Open Molecules 2025 dataset).

Output
Structure (SMILES) ... CS(=O)(=O)N(CCN1CCOCC1)c1cn(-c2ccc(Cl)c(Cl)c2)nn1
Frontier orbital gap ... 8.372 eV
Highest occupied orbital energy ... -8.36 eV
E_tot ... -65334.021 eV

CARTESIAN COORDINATES (ANGSTROEM)
O 0.95 2.91 1.85
O 2.74 2.43 0.20
Cl -6.85 0.04 5.60
Cl -6.95 -1.78 2.91
N -1.57 0.06 -0.43
N -2.69 -0.12 0.19
O 4.12 -2.13 -3.91
C -1.29 0.97 1.55
C -0.71 0.78 0.32
C -4.68 1.11 4.46
C -3.64 1.24 3.53
C -4.62 -0.59 2.28
C -5.65 0.13 4.34
C -5.66 -0.71 3.21
C -3.59 0.38 2.40
N -2.57 0.43 1.42
N 2.56 -1.70 -1.56
N 0.54 1.13 -0.10
C 2.98 -2.96 -3.67
C 4.79 -1.90 -2.64
C 1.96 -2.20 -2.83
C 3.88 -1.05 -1.77
C 1.66 -0.98 -0.64
C 1.17 0.35 -1.19
C 0.60 3.72 -0.69
S 1.33 2.54 0.47
H -0.84 1.38 2.43
H -4.71 1.77 5.32
H -2.87 1.96 3.66
H -4.65 -1.28 1.46
H 2.48 -3.23 -4.61
H 3.30 -3.86 -3.13
H 5.00 -2.84 -2.12
H 5.75 -1.39 -2.74
H 1.09 -2.82 -2.58
H 1.59 -1.35 -3.42
H 3.78 -0.07 -2.26
H 4.36 -0.82 -0.80
H 2.17 -0.83 0.29
H 0.78 -1.64 -0.38
H 2.03 0.91 -1.59
H 0.50 0.21 -2.02
H 0.80 3.38 -1.71
H -0.46 3.74 -0.55
H 1.08 4.68 -0.53